# C6H7N

A structure of composition C6H7N in a non-equilibrium geometry (the ωB97M-V functional and the def2-TZVPD basis, the OMol25 dataset).

Structure (XYZ):
```
14
Properties=species:S:1:pos:R:3:forces:R:3
C -0.6445 -0.2203 0.2127 -0.16 -0.87 -0.22
C 0.7242 0.1274 0.0696 1.76 1.09 -0.86
C -1.7953 0.2909 -0.0080 -1.13 1.30 -0.41
C -0.2369 -1.6276 0.1231 -0.74 -5.35 -0.69
C 1.1449 -1.1586 -0.2102 -0.81 1.62 2.15
C 1.3457 1.4883 0.1291 1.63 0.97 -2.43
N -2.8591 0.8537 -0.0028 -2.72 0.73 -1.20
H -0.2465 -2.1807 1.1297 -0.22 0.67 -1.40
H -0.6706 -2.3761 -0.7188 0.39 1.82 1.94
H 2.0059 -1.7570 0.0029 0.82 0.23 -0.67
H 0.9108 2.3171 0.7678 0.35 -1.48 -0.52
H 1.3972 1.9459 -1.0035 -0.26 -1.05 2.66
H 2.4207 1.2624 0.3649 -0.82 0.85 0.05
H -3.4965 1.0345 -0.8565 1.89 -0.53 1.60
```
Positions in Å, forces in eV/Å.

Summary:
Lowest unoccupied orbital energy   0.032 Ha
HOMO level   -7.93 eV
F_max   0.1059 hartree/bohr
Frontier orbital gap   8.8 eV


# C6H7N

A cluster of 2 separate species, C6H7N in total in a non-equilibrium geometry (the ωB97M-V functional and the def2-TZVPD basis, the OMol25 dataset).

Structure (XYZ):
```
14
Properties=species:S:1:pos:R:3:forces:R:3
C 3.0216 0.4919 0.0002 2.36 1.70 -0.70
C 1.8708 0.1603 0.0095 -3.13 -2.14 0.29
C -1.3068 0.3829 -1.3855 0.42 -5.34 1.20
C -0.4819 -1.3892 0.0061 2.36 -4.07 0.26
C -0.9132 -0.1165 -0.1593 -0.38 4.37 -0.48
C -0.7176 0.8969 1.0552 0.00 -1.59 -1.91
N -0.0976 -2.5009 0.1303 -1.26 2.61 -0.04
H 3.7422 1.1876 -0.3603 0.71 -0.19 0.29
H -1.3080 1.3977 -1.5618 -0.45 1.96 -0.39
H -1.4867 -0.4183 -2.1782 0.35 1.71 0.76
H -1.0653 0.5048 1.9703 -0.28 -0.82 1.09
H -1.4481 1.5866 0.7509 -0.57 1.76 -0.02
H 0.3214 1.2001 1.1241 -0.14 0.19 -0.22
H -0.1307 -3.3840 0.5984 0.01 -0.16 -0.13
```
Positions in Å, forces in eV/Å.

Summary:
Lowest unoccupied orbital energy (alpha / beta)   -0.047 / -0.047 Ha
HOMO level (alpha / beta)   -7.60 / -7.60 eV
F_max   0.1068 hartree/bohr
Frontier orbital gap (alpha / beta)   6.3 / 6.3 eV


# C6H7N

A cluster of 2 separate species, C6H7N in total in a non-equilibrium geometry (the ωB97M-V functional and the def2-TZVPD basis, the OMol25 dataset).

Structure (XYZ):
```
14
Properties=species:S:1:pos:R:3:forces:R:3
N -2.4886 -0.5126 -0.2644 -0.78 -0.84 -0.23
C -3.2817 -1.3494 -0.4801 0.75 0.85 0.18
C 0.2856 -0.1185 1.1571 0.00 0.08 -0.01
C 0.1787 1.1580 0.7413 0.02 -0.07 0.06
C 0.7267 1.2698 -0.6212 0.02 -0.10 -0.04
C 1.1611 0.0615 -1.0184 -0.03 0.09 0.02
C 0.9253 -0.9406 0.0754 -0.01 0.04 0.01
H -0.0385 -0.5226 2.1102 0.07 0.10 -0.13
H -1.7522 0.1289 -0.0112 -0.02 -0.08 0.00
H -0.2385 1.9839 1.3097 0.08 -0.13 -0.07
H 0.7617 2.1887 -1.1963 0.01 -0.14 0.08
H 1.6193 -0.1816 -1.9704 -0.08 0.05 0.14
H 0.2784 -1.7672 -0.2529 0.08 0.10 0.05
H 1.8628 -1.3984 0.4211 -0.11 0.05 -0.05
```
Positions in Å, forces in eV/Å.

Summary:
Lowest unoccupied orbital energy   0.031 Ha
HOMO level   -9.19 eV
F_max   0.0228 hartree/bohr
Frontier orbital gap   10.0 eV


# C6H7N2

The ion C6H7N2 with charge +1 in a non-equilibrium geometry (the ωB97M-V functional and the def2-TZVPD basis, the OMol25 dataset).

Structure (XYZ):
```
15
Properties=species:S:1:pos:R:3:forces:R:3
C 1.5117 -1.0575 0.0375 -0.38 -0.21 0.46
C -0.5016 0.2553 0.2855 2.81 0.34 0.57
C 0.4873 -0.4976 -0.9465 0.60 -0.02 -1.55
C 0.6118 0.9615 -0.4967 -0.15 0.44 0.73
C 0.0947 -1.0023 0.5407 -0.04 0.26 1.25
C -1.8700 0.7254 0.4948 -0.80 -0.10 -0.41
N 1.9774 1.0954 0.0974 -2.31 2.05 -1.20
N 2.3867 0.0032 0.4007 0.89 -2.24 0.78
H 0.1206 -0.8898 -1.8788 -0.13 -0.08 -0.03
H 1.9676 -2.0349 -0.0426 -0.27 -0.01 -0.18
H 0.3245 1.8033 -1.1130 -0.04 -0.13 -0.03
H -0.4141 -1.8721 0.9217 -0.28 -0.22 -0.40
H -2.1329 0.5752 1.5441 0.11 -0.01 0.00
H -2.5920 0.1551 -0.0928 -0.05 -0.02 0.01
H -1.9716 1.7797 0.2479 0.05 -0.05 0.00
```
Positions in Å, forces in eV/Å.

Summary:
Spin multiplicity   3
Charge   +1
Lowest unoccupied orbital energy (alpha / beta)   -0.152 / -0.262 Ha
HOMO level (alpha / beta)   -11.47 / -16.27 eV
F_max   0.0645 hartree/bohr
⟨S²⟩   2.0075
Frontier orbital gap (alpha / beta)   7.3 / 9.1 eV


# C6H7N2O

The ion C6H7N2O with charge +1 in a non-equilibrium geometry (the ωB97M-V functional and the def2-TZVPD basis, the OMol25 dataset).

Structure (XYZ):
```
16
Properties=species:S:1:pos:R:3:forces:R:3
C 0.8161 1.5757 0.0606 0.81 2.76 0.93
C 2.1255 1.2652 0.0531 0.44 1.40 -0.19
C -0.3860 1.0455 0.1777 0.06 -0.89 1.20
C 2.1460 -1.0708 -0.1246 0.82 0.46 -0.01
C -2.6154 0.0965 0.3672 -0.39 -0.26 0.97
C 1.8655 -2.3402 -0.0858 -0.45 1.22 1.21
N -3.5111 -0.3171 -0.4042 0.74 -0.20 0.01
N -1.4001 0.5315 -0.3294 -2.25 -0.16 0.91
O 2.6710 0.0432 -0.1829 -0.20 -2.77 -0.57
H 0.8281 2.6796 0.3904 -0.57 -1.30 -0.89
H 2.8589 2.0341 -0.0925 0.22 -0.13 0.29
H -2.5304 0.2324 1.4755 -0.27 -0.34 -0.87
H 1.1590 -2.6647 -0.8527 0.48 -0.60 0.13
H 2.0523 -2.8207 0.9147 -0.32 0.08 -1.26
H -4.3796 -0.7649 -0.1018 0.45 0.64 0.52
H -1.6997 0.4747 -1.2653 0.44 0.09 -2.37
```
Positions in Å, forces in eV/Å.

Summary:
Charge   +1
Lowest unoccupied orbital energy (alpha / beta)   -0.174 / -0.174 Ha
HOMO level (alpha / beta)   -11.95 / -11.95 eV
F_max   0.0587 hartree/bohr
Frontier orbital gap (alpha / beta)   7.2 / 7.2 eV


# C6H7N2O3

The ion C6H7N2O3 with charge -1 in a non-equilibrium geometry (the ωB97M-V functional and the def2-TZVPD basis, the OMol25 dataset).

Structure (XYZ):
```
18
Properties=species:S:1:pos:R:3:forces:R:3
C 0.8590 1.8345 -0.0555 -1.06 1.07 -1.18
C -0.5755 1.5992 -0.0308 -0.70 -1.73 0.78
C 1.7967 0.9024 -0.2246 1.61 2.17 -0.25
C -1.1401 0.4260 0.2723 0.63 0.65 -0.68
C -2.3036 -0.2700 0.4663 0.52 -2.21 1.49
C 0.8079 -1.1430 -1.0791 0.61 -1.44 -0.76
N 1.4859 -0.4380 -0.1465 0.42 -1.79 1.15
N 1.4483 -0.7737 1.2535 -0.52 2.48 -0.43
O -2.7884 -0.4377 1.6135 -0.60 -0.11 -1.73
O -2.6005 -1.1020 -0.6858 -0.21 2.60 -0.23
O 0.2660 -2.2318 -0.9424 0.21 0.51 0.54
H 1.0056 2.9216 -0.1762 0.97 -0.60 0.35
H -1.2253 2.4218 -0.1772 -0.38 1.30 -0.45
H 2.8760 1.1762 -0.2074 -0.81 -0.28 -0.19
H 1.0574 -0.8267 -2.1095 -0.41 0.77 0.20
H 1.2553 -1.7118 1.3947 -0.34 -2.56 -0.34
H 0.5518 -0.3162 1.4908 0.10 -0.17 0.47
H -2.7764 -2.0307 -0.6559 -0.04 -0.67 1.27
```
Positions in Å, forces in eV/Å.

Summary:
Charge   -1
Lowest unoccupied orbital energy   0.141 Ha
HOMO level   -3.17 eV
F_max   0.0529 hartree/bohr
Frontier orbital gap   7.0 eV


# C6H7N3

An isolated molecule of C6H7N3 in a non-equilibrium geometry (the ωB97M-V functional and the def2-TZVPD basis, the OMol25 dataset).

Structure (XYZ):
```
16
Properties=species:S:1:pos:R:3:forces:R:3
C -0.9195 1.7669 -1.0837 -0.70 3.42 -3.73
C 0.6984 -2.0943 1.1414 -1.71 -1.44 0.21
C -0.0423 0.8454 -0.6357 2.24 -2.58 1.79
C -0.6129 -1.9558 1.3557 -0.92 2.62 0.27
C -2.0809 2.3544 -1.0800 -1.52 0.85 1.38
C 1.0787 -1.0553 0.2247 0.09 0.83 -0.21
N -3.0492 3.0728 -1.2188 0.11 -2.70 -1.40
N -1.1529 -0.7190 0.8988 1.59 0.05 -0.87
N -0.0721 -0.1516 0.2453 -2.26 -0.35 -0.70
H -0.5399 2.4051 -2.0031 0.19 -1.36 1.64
H 1.2692 -2.8987 1.4843 0.93 -0.91 0.25
H 0.9358 0.8750 -1.0931 0.00 0.28 -0.05
H -1.3482 -2.4610 1.9386 0.08 -0.84 0.36
H 1.8986 -0.5094 0.5849 1.56 0.77 0.15
H 1.2030 -1.3375 -0.8072 0.41 -0.44 -0.33
H -3.2467 3.8783 -0.7192 -0.09 1.79 1.24
```
Positions in Å, forces in eV/Å.

Summary:
Lowest unoccupied orbital energy (alpha / beta)   0.005 / 0.008 Ha
HOMO level (alpha / beta)   -6.40 / -6.74 eV
F_max   0.0994 hartree/bohr
Frontier orbital gap (alpha / beta)   6.5 / 7.0 eV